Density functional theory data (ωB97M-V with the def2-TZVPD basis set) for a 2-piece molecular cluster, CH9N2O overall.

Geometry as XYZ:
```
13
Properties=species:S:1:pos:R:3:mulliken_charge:R:1
O -0.56898 -0.79966 -2.52394 -0.66
H -1.25201 -1.08905 -3.11931 0.31
H -1.25943 0.64281 -0.13756 0.37
H 0.12491 -0.42990 -3.08272 0.33
N -0.68260 -0.12740 0.19491 -0.32
C 0.15404 0.16084 1.37672 -0.35
N 1.37330 0.82733 1.01231 -0.56
H -1.29159 -0.93171 0.39137 0.36
H -0.24663 -0.39187 -0.71531 0.32
H -0.42927 0.83777 2.00201 0.34
H 0.38242 -0.78051 1.87041 0.35
H 2.20672 0.33614 1.30158 0.25
H 1.48912 1.74521 1.42953 0.26
```

LUMO level, eV: -3.355
Energy relative to the best compared isomer or geometry (same formula, charge and spin), kcal/mol: 6.2
E_tot, Eh: -228.00561
Total charge: +1
Kohn-Sham gap, eV: 11.37
E_HOMO, eV: -14.73
Max |F|, eV Å⁻¹: 2.08
2S+1: 1

---

Density functional theory data (ωB97M-V with the def2-TZVPD basis set) for a 2-piece molecular cluster, CH6P2 overall.

Geometry as XYZ:
```
9
Properties=species:S:1:pos:R:3:mulliken_charge:R:1
C -0.49260 -0.04580 -0.94290 -0.91
P -1.48854 1.22538 -0.13579 0.01
P 1.73296 -0.48263 0.67155 -0.04
H 0.04532 0.00695 -1.88007 0.36
H -0.63266 -1.00981 -0.59722 0.47
H -1.48386 0.84447 1.20574 0.03
H -0.40612 2.04293 -0.06677 0.04
H 2.02946 -1.82762 0.17754 0.04
H 0.69604 -0.75388 1.56791 0.01
```

LUMO level (alpha / beta), eV: -0.676 / -0.341
Energy relative to the best compared isomer or geometry (same formula, charge and spin), kcal/mol: 66.0
E_tot, Eh: -724.25415
Total charge: 0
Kohn-Sham gap (alpha / beta), eV: 7.38 / 7.84
E_HOMO (alpha / beta), eV: -8.05 / -8.18
Max |F|, eV Å⁻¹: 2.32
2S+1: 1

---

What did the first record say?
Density functional theory data (ωB97M-V with the def2-TZVPD basis set) for a 2-piece molecular cluster, CH9N2O overall.

Geometry as XYZ:
```
13
Properties=species:S:1:pos:R:3:mulliken_charge:R:1
O -0.56898 -0.79966 -2.52394 -0.66
H -1.25201 -1.08905 -3.11931 0.31
H -1.25943 0.64281 -0.13756 0.37
H 0.12491 -0.42990 -3.08272 0.33
N -0.68260 -0.12740 0.19491 -0.32
C 0.15404 0.16084 1.37672 -0.35
N 1.37330 0.82733 1.01231 -0.56
H -1.29159 -0.93171 0.39137 0.36
H -0.24663 -0.39187 -0.71531 0.32
H -0.42927 0.83777 2.00201 0.34
H 0.38242 -0.78051 1.87041 0.35
H 2.20672 0.33614 1.30158 0.25
H 1.48912 1.74521 1.42953 0.26
```

LUMO level, eV: -3.355
Energy relative to the best compared isomer or geometry (same formula, charge and spin), kcal/mol: 6.2
E_tot, Eh: -228.00561
Total charge: +1
Kohn-Sham gap, eV: 11.37
E_HOMO, eV: -14.73
Max |F|, eV Å⁻¹: 2.08
2S+1: 1

---

Among the records above, which one has the highest total charge?
CH9N2O

---

Number 2 is which compound?
CH6P2